ORCA calculation (ωB97M-V/def2-TZVPD) on a molecular structure, C18H39Br3N5O5.

CARTESIAN COORDINATES (ANGSTROEM)
C -0.71242 -0.33752 0.79359
Br -2.41806 0.30918 0.06648
Br -0.73090 -2.07542 1.80064
Br 0.21344 1.18349 1.70598
H -0.21840 -0.45223 -0.17124
C -0.92210 -2.05063 -3.56978
C 0.32351 -1.42774 -4.21763
C -0.18796 -1.02401 -5.70234
C -0.94253 0.25525 -5.75553
C -0.11999 1.39150 -5.22077
C 0.39938 1.16986 -3.75531
N 0.83844 -0.21341 -3.48694
O 1.47785 -0.54221 -2.18097
C 1.64460 2.08482 -3.60276
C -0.80626 1.52867 -2.81253
C 1.27680 -2.59744 -4.64600
H -0.68407 -2.60520 -2.66209
H -1.20089 -2.90046 -4.19281
H -1.75968 -1.38167 -3.37210
H 0.57275 -1.23921 -6.45274
H -0.88846 -1.81241 -5.97769
H -1.81627 0.13464 -5.11511
H -1.35334 0.48765 -6.73805
H -0.74625 2.28279 -5.25956
H 0.70287 1.62389 -5.89679
H 2.41681 1.77654 -4.30756
H 1.43143 3.12670 -3.84180
H 2.02129 1.95997 -2.58757
H -0.49800 1.32442 -1.78718
H -1.03935 2.59226 -2.86272
H -1.63956 0.87364 -3.06678
H 2.29543 -2.21103 -4.68024
H 0.85959 -3.13251 -5.49907
H 1.27780 -3.35714 -3.86437
O -4.95908 -1.96089 4.46458
C -4.10432 -1.12739 4.84883
N -3.07782 -0.91550 4.05174
C -4.16394 -0.35043 6.19715
H -3.08117 -1.28329 3.11109
H -2.29360 -0.34487 4.33368
H -3.25138 0.16421 6.49793
H -4.44675 -1.10240 6.93381
H -4.97647 0.36221 6.05571
O 5.33904 1.44167 0.98651
C 4.12408 1.43246 0.82972
N 3.44213 2.47654 0.49272
C 3.32296 0.08993 0.93523
H 2.43559 2.42442 0.55820
H 4.08366 3.24208 0.34279
H 3.95202 -0.79914 0.97937
H 2.53841 -0.07033 0.19570
H 2.87806 0.18146 1.92607
O -1.64248 5.88373 3.55988
C -1.81869 4.69837 3.90921
N -1.47328 3.64985 3.11649
C -2.18756 4.31986 5.38697
H -1.17593 2.82504 3.61785
H -1.02993 3.96018 2.26371
H -3.15365 4.79290 5.56308
H -1.33605 4.53738 6.03174
H -2.55764 3.31641 5.59729
O 1.52004 -4.41895 4.54926
C 1.86665 -4.31442 3.39792
N 1.84776 -5.31673 2.54879
C 2.52260 -3.03706 2.84951
H 2.53122 -5.29646 1.80543
H 1.41669 -6.18031 2.84626
H 3.08768 -3.11684 1.92084
H 3.06614 -2.51665 3.63808
H 1.68749 -2.39209 2.57620

## Properties
* LUMO level (alpha / beta): -3.9 / -9.0 eV
* multiplicity: 3
* frontier orbital gap (alpha / beta): 7.29 / 2.20 eV
* HOMO energy (alpha / beta): -11.187 / -11.187 eV
* net charge: +1

***

ORCA calculation (ωB97M-V/def2-TZVPD) on 2 unconnected molecules or ions with the total composition C2H4INO.

CARTESIAN COORDINATES (ANGSTROEM)
C 0.21193 0.39640 0.45544
C -0.24980 0.00046 -0.83984
N 1.03610 -0.09499 1.22643
O 0.53391 -0.73879 -1.61804
I -0.98813 2.12845 1.03569
H -1.01651 0.46085 -1.42852
H -1.76489 -1.27776 0.35262
H 1.21053 0.54585 2.02058
H 1.02686 -1.42049 -1.20436

## Properties
* LUMO level (alpha / beta): -1.0 / -0.8 eV
* multiplicity: 1
* frontier orbital gap (alpha / beta): 8.70 / 7.85 eV
* HOMO energy (alpha / beta): -9.662 / -8.616 eV
* net charge: 0